Molecular formula: C6H10N2
Method: DFT, wB97M-V/def2-TZVPD

Each line ends with the Löwdin charge.
Positions of all 18 atoms, in Å:
H 0.217592 -2.597410 -0.399064  0.04
N -0.522480 -1.945125 -0.147733  0.14
C -0.127259 -0.766061 0.079741  -0.32
C 1.154915 -0.110616 0.060364  -0.24
C 2.416586 -0.755163 -0.414856  -0.06
C 0.979643 1.203296 0.377615  -0.08
N -0.322119 1.579699 0.431156  -0.01
C -1.152691 0.386689 0.519888  -0.33
C -2.377655 0.433417 -0.380596  -0.05
H 2.593605 -1.692588 0.115458  0.08
H 2.361280 -0.976333 -1.483281  0.08
H 3.266599 -0.095906 -0.246142  0.07
H 1.751609 1.946779 0.502745  0.12
H -0.835189 2.018254 1.270626  0.17
H -1.387086 0.059334 1.541712  0.15
H -2.087736 0.766737 -1.374542  0.08
H -2.794995 -0.566122 -0.465349  0.07
H -3.134621 1.111117 0.012259  0.07

Forces on atoms 1 to 2 (eV/Å):
0.18 0.18 0.01
-0.22 -0.31 -0.06

Computed properties:
- Electronic energy: -344.09256 hartree
- ΔE to the lowest compared entry with this formula, charge and spin: 1.2016 eV
- Kohn-Sham gap: 9.0 eV
- LUMO energy: 0.863 eV
- SMILES: [H]/N=C1\C(C)=CN[C@H]1C